(1)
112
Properties=species:S:1:pos:R:3:forces:R:3 method="wB97M-V/def2-TZVPD" homo_lumo_gap_ev=5.59 total_charge=+1 molar_mass_da=678.944
H 0.844572 -0.217495 2.047864 0.674 0.204 -0.929
H 1.674535 -0.981805 0.653508 0.264 0.665 0.664
H -1.407211 2.754835 -0.831657 0.051 -0.072 1.049
H -7.788887 2.555173 5.158050 -0.018 -0.133 0.003
H -9.791032 -0.329999 3.930260 0.107 -0.091 0.064
C -2.261801 3.167278 1.189495 0.522 -0.425 -0.199
H -1.159625 -4.750147 -0.832418 0.375 0.720 -0.921
N -6.544655 1.024945 5.887752 0.120 0.067 -0.444
H 0.421273 -10.250256 -2.916818 0.012 -0.065 0.151
H -8.515886 1.485158 6.375870 -0.065 0.173 -0.025
N 3.454880 -3.374693 -1.571625 0.634 0.126 1.243
C -9.038704 -0.456356 3.148810 -0.068 0.315 0.103
H 2.517011 0.330133 1.704078 -0.619 -0.533 -0.628
H 0.385977 -0.418231 -1.360423 0.352 0.972 0.223
H 7.361741 3.810694 -0.497306 -0.061 0.107 -0.159
H 2.514419 0.748647 -2.876317 -0.067 -0.513 0.953
H -2.379418 -3.343697 -4.871579 0.665 0.012 0.878
H 8.035359 5.655303 -4.775735 0.039 0.040 0.005
H 1.048818 -3.461250 -1.052770 -0.715 0.100 -0.732
H -7.304236 2.700557 6.862873 -0.143 0.036 -0.011
C -1.056415 2.785085 0.238448 0.460 0.226 2.538
N -0.035871 -8.216514 -2.938922 -0.193 0.244 -0.212
H -8.084244 -0.080674 3.520526 -0.042 -0.145 0.088
C -0.476158 1.406908 0.749975 0.958 0.767 -0.802
C 0.598963 -2.620422 -3.076127 -2.257 -0.839 -0.251
H 6.852335 3.572754 2.000576 -0.061 -0.029 -0.128
O 7.779475 4.603459 -3.060532 0.058 0.079 0.174
H 6.018668 4.886191 -0.032677 0.057 0.013 -0.091
H -1.345371 -7.240049 -4.189200 0.086 0.064 0.027
C -1.959751 -4.143713 -2.819344 2.450 1.214 0.049
H -1.159093 0.549782 0.484569 0.640 0.770 0.491
H -5.094496 0.345071 7.222254 -0.047 -0.119 0.094
H -4.079399 1.460970 -0.068338 -0.488 0.415 0.789
H 5.205494 -2.816687 1.055510 -0.363 0.345 -0.300
N 2.551497 -1.225714 -2.173782 0.675 0.842 0.691
H 1.656733 -1.001762 -4.087552 0.422 -0.571 0.674
C -9.602022 1.648091 2.093851 0.004 -0.175 -0.081
C 0.981670 1.083123 0.205307 -0.197 -1.092 0.562
C 3.284752 -1.986546 -1.379420 1.858 -3.357 1.305
C 4.234151 -3.856156 -0.566336 -1.279 2.811 -1.446
H -0.208009 -2.039704 -5.070717 -0.322 -0.556 0.886
H 0.499465 1.311060 -1.940250 0.302 -0.822 0.693
H 4.492420 -4.930963 -0.479478 0.021 1.174 0.270
O 4.346509 1.058339 0.572209 0.331 -0.327 0.007
H 10.037001 5.352397 -1.666789 0.009 0.075 0.128
C -5.913389 0.871037 4.704232 -0.222 0.060 0.240
C -0.420855 -2.617525 -4.138875 0.047 -0.883 1.547
H -5.138978 2.537893 1.051179 0.392 -0.705 -0.569
C -1.661392 -3.359862 -4.018747 1.011 -0.252 1.228
H -6.746856 0.424171 7.885653 -0.011 0.058 -0.119
H -2.738563 0.216751 2.841428 -0.278 0.955 0.482
C -3.062345 2.119572 1.739987 -0.729 -0.091 0.248
C 6.140618 2.782604 1.770363 -0.169 -0.219 0.088
H -2.508392 4.231806 1.451432 -0.793 -0.821 -2.029
C 4.850462 1.971538 -0.088059 0.578 0.633 0.038
H 5.264211 2.879147 2.413525 0.119 -0.014 0.072
H 6.600813 1.809674 1.952350 0.007 0.083 0.113
H 1.247186 -9.282258 -1.668577 -0.051 0.081 -0.072
C -1.173250 -8.202901 -3.678479 0.031 -0.006 0.017
O -9.448863 2.292896 3.114809 0.128 -0.218 0.075
H 0.912351 -6.752175 -1.808539 0.124 0.173 -0.069
H 3.268010 0.599731 -1.257327 -0.897 -0.644 -0.298
C 1.577991 -0.017128 1.213935 -0.756 0.280 -0.137
H 0.449104 -6.236883 -3.446550 -0.043 -0.064 0.043
H -2.900552 -4.739544 -2.714569 1.032 0.722 -0.151
C -0.949279 -4.145729 -1.750531 -0.037 0.890 -1.736
H 10.807486 7.349505 -4.112649 -0.022 0.136 -0.102
C 8.280042 5.505329 -3.712111 0.172 0.210 -0.043
H 8.701264 6.425490 -1.208030 0.115 -0.001 0.094
C -7.601174 2.001544 6.077462 0.109 -0.057 0.130
H -4.802521 0.787837 1.474973 0.199 0.849 -0.449
H -10.420615 -1.133396 0.847357 0.036 -0.030 -0.176
H -0.486349 -9.666523 -1.510416 0.101 -0.127 0.004
N 9.167252 6.407900 -3.239724 -0.291 -0.226 -0.300
H -8.943349 -1.511851 2.899416 -0.023 0.096 -0.075
H -3.554366 1.475693 3.828226 0.526 0.194 -0.981
C -9.634110 -0.385651 0.722657 0.074 -0.095 0.267
H 5.881173 3.855717 -1.473176 0.092 -0.051 0.063
C 9.579010 6.326533 -1.850368 -0.178 -0.237 -0.033
C 0.974167 0.536495 -1.270404 0.283 0.545 -0.189
C 0.837348 -7.064795 -2.853440 0.001 -0.342 0.070
H 2.646254 -2.536906 -3.810293 -0.690 0.854 0.233
C 2.419500 0.230716 -1.880217 -0.934 0.394 -0.677
H 9.323867 7.393557 -5.089573 -0.018 -0.060 0.085
N -9.433035 0.308898 1.979064 -0.074 0.400 -0.156
H -9.902183 2.127282 1.147630 -0.008 -0.060 -0.036
H 4.135323 -0.729724 0.135012 0.220 -0.288 0.280
N 4.027463 -1.689628 -0.248135 -1.504 2.155 -1.730
H 9.465010 8.427977 -3.651637 0.088 0.048 -0.139
C 6.277297 3.915776 -0.461254 0.056 0.054 0.167
C 0.313967 -9.423439 -2.212128 -0.276 -0.074 -0.153
H 4.604641 2.123269 -1.150349 0.045 0.039 0.019
H -9.925800 0.310490 -0.063161 0.018 0.017 0.100
C -6.152566 0.185451 7.005280 0.180 -0.109 -0.221
C -2.767347 1.331553 3.052454 1.830 -1.636 -1.674
H -6.298243 -0.862953 6.737200 0.073 -0.002 0.140
H -8.704444 -0.881525 0.433667 -0.098 -0.052 -0.138
O -5.019585 0.069300 4.480028 -0.296 -0.136 0.271
H -0.354198 1.512313 1.863302 -0.366 -0.284 -1.163
C 1.905632 -1.814074 -3.364726 -0.410 -1.301 0.035
H 1.644028 1.989466 0.224640 -0.715 -0.636 0.106
H -6.284460 1.555857 3.923202 -0.063 0.061 0.057
C 9.721182 7.455329 -4.077072 0.063 -0.034 0.256
H -1.755776 1.567294 3.492636 -1.113 0.117 -0.467
N 4.601515 -2.797047 0.237436 0.158 -2.811 -0.424
N 5.726039 2.864308 0.379243 -0.519 -0.411 -0.244
H -0.248843 3.566861 0.302728 -0.566 -0.681 -0.204
C -4.390395 1.705087 0.976096 0.348 0.847 2.046
O -1.945925 -9.132341 -3.790662 0.168 -0.003 0.135
C 0.311359 -3.396874 -1.880419 -1.406 -0.152 -1.183
H 1.828687 -7.337584 -3.225185 0.054 0.171 0.046
H 10.292315 7.115548 -1.618891 -0.061 -0.027 -0.099


(2)
32
Properties=species:S:1:pos:R:3:forces:R:3 method="wB97M-V/def2-TZVPD" homo_lumo_gap_ev="5.92 / 5.92" total_charge=+1 molar_mass_da=209.277
N 1.673135 -0.175709 0.494063 -2.422 -0.253 -2.907
C 2.571357 -1.893358 -0.974896 0.936 1.324 1.487
C -0.670005 0.449509 0.239340 -2.358 -0.111 -0.435
C -2.922416 -1.531236 -1.031157 0.748 -0.752 -0.514
H -2.326692 -0.930080 -1.757715 -0.875 -0.326 0.449
H 2.404623 -2.479082 -0.112688 -0.577 -0.588 1.040
H -3.366518 1.433186 -0.619328 -0.601 -0.325 -0.398
H -3.082072 -1.997228 1.110243 0.841 1.785 -1.230
H 2.359152 0.172345 -1.456034 0.055 0.773 -0.485
H 1.495618 3.878863 -0.006108 0.655 -0.978 -0.414
C -1.390475 1.636734 0.001679 0.719 0.599 -0.320
C -0.527879 -1.831900 1.114696 -0.647 -0.041 -0.380
H 2.850835 0.900448 1.635384 0.091 -0.121 0.123
H -3.980077 -1.545422 -1.146152 -1.018 0.814 -0.689
N 1.795280 2.895166 -0.175039 1.139 1.442 0.687
C -1.185248 -0.811551 0.652760 1.123 0.368 -0.272
H -0.380896 -2.667311 1.779615 0.495 0.207 -0.042
H 3.448889 -2.297017 -1.369490 1.677 -0.144 -0.900
C 0.692148 2.134001 -0.093765 0.671 -1.108 1.171
H -2.839083 2.962960 -0.000862 -0.479 0.579 -0.355
C 2.620789 -0.413068 -0.609696 0.890 -1.936 1.091
H 1.531812 0.214220 2.454446 1.990 -0.643 -2.090
H 2.602962 2.646511 0.411357 -0.596 0.110 -0.643
N -0.483712 2.679208 -0.101647 -1.396 -0.851 -0.391
H -3.160402 -0.254292 0.662307 -1.098 1.659 0.726
C -2.692758 -1.139958 0.400843 0.889 -3.352 1.361
H -2.745292 -2.597639 -1.216577 0.714 0.233 0.173
N 0.683099 0.756504 0.072279 -0.310 0.999 0.445
H 3.618183 -0.251645 -0.213848 0.176 0.732 -0.155
N -2.714570 1.984976 -0.127416 1.694 -0.733 1.123
H 1.844731 -1.981518 -1.670811 -2.583 -0.911 -2.079
N 2.275479 0.053398 1.654215 -0.543 1.549 4.823


(3)
20
Properties=species:S:1:pos:R:3:forces:R:3 method="wB97M-V/def2-TZVPD" homo_lumo_gap_ev=10.11 total_charge=0 molar_mass_da=133.151
N 0.555351 0.170940 -1.239237 0.783 -0.458 0.112
C 0.191432 -0.719158 3.453422 1.288 0.278 -0.365
H 0.811726 -1.134639 -2.887276 0.005 -0.453 0.134
N -0.154210 2.213104 -2.140189 0.481 -0.365 -0.137
H 1.117480 -0.166213 3.625754 -0.079 0.103 0.090
H 0.403902 -1.702511 3.856862 -0.323 -0.167 0.351
H 1.797469 0.289930 -2.929953 -0.425 0.188 0.052
H 0.735100 2.648408 -1.972281 0.026 -0.081 -0.276
H -2.149089 1.627632 -0.826515 -0.191 0.057 -0.442
H -0.829137 2.660904 -2.727382 -0.095 0.120 0.174
C -0.460758 1.034386 -1.491046 -0.700 0.895 0.265
H -0.621065 -0.210300 3.927844 -0.592 0.017 0.037
C 1.375309 -0.460301 -2.248751 0.748 1.167 -1.167
O 1.064317 -1.421564 1.381194 -0.122 0.926 -0.449
C 0.124305 -0.940031 1.970285 -0.646 -1.717 0.075
H 0.294397 -0.461293 -0.505482 0.214 -0.335 0.067
H -1.253241 -0.529703 0.575692 -0.043 0.081 -0.651
O -1.130406 -0.894411 1.468445 0.078 0.711 0.853
N -1.622147 0.780938 -1.001481 0.061 -0.522 0.702
H 2.301817 -0.891640 -1.874756 -0.467 -0.443 0.575